[1]
{"formula": "C20H19N5O3S", "method": "ωB97M-V/def2-TZVPD", "symbols": ["S", "O", "O", "O", "N", "N", "N", "N", "N", "C", "C", "C", "C", "C", "C", "C", "C", "C", "C", "C", "C", "C", "C", "C", "C", "C", "C", "C", "C", "H", "H", "H", "H", "H", "H", "H", "H", "H", "H", "H", "H", "H", "H", "H", "H", "H", "H", "H"], "positions_angstrom": [[4.005, 0.219, 0.697], [-1.916, -3.067, 0.713], [4.134, 1.617, 0.967], [5.097, -0.643, 1.033], [1.970, -1.052, -2.106], [-1.573, -1.190, 1.962], [-0.966, 0.777, -1.571], [3.768, 0.002, -0.980], [0.644, -0.836, -2.278], [-1.084, 1.931, -0.894], [-2.381, 2.473, -0.732], [1.635, 0.559, 2.022], [1.435, 0.896, -1.104], [-0.210, 3.856, 0.347], [0.644, -1.916, 1.232], [2.461, -0.048, -1.418], [0.313, 0.242, 2.260], [-0.168, -1.763, -3.021], [1.322, 2.103, -0.457], [-2.350, -2.162, 1.384], [2.445, -0.347, 1.363], [-1.475, 4.345, 0.483], [-0.299, -3.101, -2.302], [-2.569, 3.645, -0.061], [-3.819, -1.971, 1.683], [0.255, 0.300, -1.665], [-0.207, -0.975, 1.814], [1.969, -1.594, 1.002], [0.030, 2.640, -0.334], [-4.166, -1.038, 1.243], [-1.142, -1.287, -3.145], [0.638, 4.383, 0.759], [2.629, -2.299, 0.523], [-3.564, 4.051, 0.056], [-4.381, -2.796, 1.255], [-1.649, 5.274, 1.007], [-0.847, -3.800, -2.929], [0.256, -2.874, 0.930], [-2.064, -0.451, 2.448], [2.047, 1.512, 2.311], [4.323, -0.769, -1.325], [2.185, 2.610, -0.050], [-0.833, -2.987, -1.363], [0.296, -1.911, -4.001], [-3.206, 1.927, -1.162], [-0.333, 0.957, 2.748], [0.688, -3.507, -2.103], [-3.988, -1.939, 2.757]], "smiles": "CCn1nc(NS(=O)(=O)c2ccc(NC(C)=O)cc2)c2cc3ccccc3nc21", "gap_ev": 7.58, "lumo_energy_ev": -0.4, "de_lowest_kcal_mol": 0.0}

[2]
{"formula": "C20H19OPSr", "method": "ωB97M-V/def2-TZVPD", "symbols": ["Sr", "P", "O", "C", "C", "C", "C", "C", "C", "C", "C", "C", "C", "C", "C", "C", "C", "C", "C", "C", "C", "C", "C", "H", "H", "H", "H", "H", "H", "H", "H", "H", "H", "H", "H", "H", "H", "H", "H", "H", "H", "H"], "positions_angstrom": [[-0.300, -0.520, 0.736], [2.598, -0.062, 2.839], [-1.775, -0.490, 3.058], [4.018, 0.411, 6.658], [3.927, 0.148, 5.288], [0.914, 3.439, 1.618], [-0.423, 3.331, 1.998], [1.511, 0.033, 5.477], [-0.008, -3.476, 1.200], [1.617, 0.281, 6.843], [1.781, 2.367, 1.849], [1.330, 1.187, 2.487], [-0.317, -2.918, 2.432], [2.000, -2.097, 1.015], [-0.589, -0.229, 3.293], [1.662, -1.499, 2.254], [1.114, -3.028, 0.468], [2.652, 0.003, 4.683], [0.193, 0.025, -2.156], [2.864, 0.498, 7.439], [-0.902, 2.169, 2.616], [0.490, -1.884, 2.985], [-0.033, 1.107, 2.906], [-1.119, -3.301, 3.075], [1.125, -0.226, -1.612], [0.515, -0.092, 5.050], [-1.099, 4.163, 1.895], [0.700, 0.312, 7.412], [1.286, 4.384, 1.209], [-0.313, -0.825, -2.602], [1.324, -3.500, -0.506], [0.543, -1.836, 4.077], [-1.927, 2.112, 2.997], [-1.972, 0.662, -1.319], [2.840, 2.454, 1.586], [-0.603, -4.303, 0.823], [4.826, 0.091, 4.663], [2.926, 0.747, 8.499], [2.946, -1.834, 0.486], [0.354, 0.809, -2.900], [5.005, 0.562, 7.102], [-1.352, 0.586, -1.827]], "gap_ev": [4.44, 4.45], "lumo_energy_ev": [-1.2, -1.2]}

[3]
{"formula": "C20H20BrN2O2PdS2", "method": "ωB97M-V/def2-TZVPD", "symbols": ["Pd", "Br", "S", "S", "O", "O", "N", "N", "C", "C", "C", "C", "C", "C", "C", "C", "C", "C", "C", "C", "C", "C", "C", "C", "C", "C", "C", "C", "H", "H", "H", "H", "H", "H", "H", "H", "H", "H", "H", "H", "H", "H", "H", "H", "H", "H", "H", "H"], "positions_angstrom": [[-0.519, -0.503, -1.252], [1.377, 1.247, -1.916], [-2.452, 0.567, -2.557], [-0.500, -2.020, -3.043], [-1.840, -1.431, -0.208], [-0.273, -2.246, 3.503], [-0.769, -0.342, 1.498], [-0.114, 0.339, 0.549], [1.107, -4.051, 2.687], [1.072, -4.545, 0.335], [2.011, 3.238, -0.071], [-2.798, -0.570, -3.641], [2.321, 5.767, 3.341], [-1.881, -1.781, -3.856], [-4.020, -0.513, -4.511], [-1.317, -1.631, 1.059], [-2.297, -2.756, -4.912], [2.071, 4.106, 1.117], [1.551, -4.803, 1.609], [1.351, 2.084, -0.194], [1.041, 4.190, 2.054], [3.334, 5.719, 2.393], [3.204, 4.903, 1.282], [1.170, 5.013, 3.161], [0.190, -3.037, 2.477], [0.657, 1.324, 0.826], [-0.304, -2.753, 1.203], [0.146, -3.528, 0.147], [1.402, -5.144, -0.502], [-3.773, -0.691, -5.557], [3.993, 4.874, 0.540], [2.265, -5.598, 1.775], [1.472, -4.252, 3.688], [-4.724, -1.294, -4.211], [0.832, 1.601, 1.860], [-2.143, -1.845, 1.747], [-3.326, -3.072, -4.740], [-1.650, -3.628, -4.928], [-0.532, -0.199, 2.471], [0.029, -2.600, 4.347], [-0.287, -3.366, -0.829], [2.418, 6.409, 4.205], [2.595, 3.574, -0.920], [0.108, 3.666, 1.892], [-2.270, -2.277, -5.893], [0.360, 5.080, 3.876], [-4.512, 0.449, -4.415], [4.223, 6.323, 2.515]], "total_charge": 1, "gap_ev": 5.78, "lumo_energy_ev": -5.0, "de_lowest_kcal_mol": 0.0}

[4]
{"formula": "C20H20Cl2F2N6", "method": "ωB97M-V/def2-TZVPD", "symbols": ["Cl", "Cl", "F", "F", "N", "N", "N", "N", "N", "N", "C", "C", "C", "C", "C", "C", "C", "C", "C", "C", "C", "C", "C", "C", "C", "C", "C", "C", "C", "C", "H", "H", "H", "H", "H", "H", "H", "H", "H", "H", "H", "H", "H", "H", "H", "H", "H", "H", "H", "H"], "positions_angstrom": [[4.223, -0.496, -6.645], [2.956, 0.312, -4.091], [-3.725, 4.490, 3.387], [-2.098, 5.107, 4.814], [-3.496, 2.035, 4.671], [-0.676, 0.012, 1.250], [4.371, -1.919, -0.474], [1.500, -0.931, 1.011], [1.315, -0.691, -1.782], [3.729, -1.765, 0.640], [-0.563, -0.307, 2.677], [2.435, -1.093, -1.182], [-1.019, 0.732, 3.743], [0.254, -0.226, -0.941], [-1.833, 0.819, 0.817], [3.885, -1.107, -4.062], [5.505, -2.306, -5.315], [-1.553, 2.002, 3.079], [4.214, -1.869, -2.952], [2.490, -1.236, 0.252], [-2.412, 4.323, 3.741], [5.171, -2.862, -2.978], [-0.494, 3.050, 2.657], [0.359, -0.334, 0.364], [-1.341, 4.427, 2.587], [5.807, -3.060, -4.153], [-2.244, 2.830, 4.233], [-2.456, 1.705, 1.868], [3.647, -1.594, -1.557], [4.592, -1.348, -5.256], [-2.905, 2.636, 1.623], [6.097, -2.525, -6.158], [0.419, -0.582, 2.913], [-1.857, 4.567, 1.571], [1.205, -0.891, -2.760], [-1.545, 1.562, 0.085], [-1.450, 2.739, 4.972], [-1.172, -1.137, 2.890], [0.340, 3.139, 3.387], [-0.156, 0.896, 4.442], [0.072, 2.758, 1.720], [-4.178, 2.284, 3.968], [-1.902, 0.247, 4.267], [5.329, -3.585, -2.177], [-2.670, 0.148, 0.470], [-0.649, 0.299, -1.391], [6.683, -3.674, -4.278], [-0.681, 5.361, 2.636], [-3.270, 1.108, 2.320], [-3.794, 2.406, 5.555]], "smiles": "N[C@@H]1C(F)(F)CCC12CCN(c1c[nH]c3c(-c4cccc(Cl)c4Cl)nnc-3n1)CC2", "gap_ev": 6.78, "lumo_energy_ev": -0.9, "de_lowest_kcal_mol": 45.3}

[5]
{"formula": "C20H20ClNO5", "method": "ωB97M-V/def2-TZVPD", "symbols": ["Cl", "O", "O", "O", "O", "O", "N", "C", "C", "C", "C", "C", "C", "C", "C", "C", "C", "C", "C", "C", "C", "C", "C", "C", "C", "C", "C", "H", "H", "H", "H", "H", "H", "H", "H", "H", "H", "H", "H", "H", "H", "H", "H", "H", "H", "H", "H"], "positions_angstrom": [[8.217, 0.453, -0.028], [-3.424, 2.459, -0.466], [-3.588, -1.616, 1.391], [-0.568, -2.335, -0.123], [-3.660, 0.195, -0.912], [-0.440, -0.452, -1.467], [-0.172, 1.123, 1.928], [2.248, -0.257, -0.790], [1.506, -1.329, -0.606], [-1.862, -0.117, 1.069], [-3.107, 1.371, -0.244], [-2.540, -1.590, 0.730], [6.599, 0.153, -0.261], [0.088, -0.962, 2.819], [-0.698, 0.066, 1.977], [-1.954, -2.284, -0.396], [-2.020, 1.117, 0.523], [-1.067, 1.951, 1.052], [5.828, 0.879, -1.006], [5.864, -0.803, 0.042], [4.451, -1.091, 0.239], [-0.696, 3.294, 1.082], [4.503, 1.048, -1.249], [-4.612, 0.592, -1.665], [0.226, -1.183, -0.908], [-5.314, -0.743, -1.946], [3.780, -0.102, -0.633], [-2.254, -3.463, -0.137], [-6.352, -0.533, -2.719], [4.050, -1.964, 0.502], [-0.998, 3.998, 2.096], [1.837, -2.219, 0.100], [6.367, 1.878, -1.346], [-0.250, -1.061, 4.095], [-5.345, 1.335, -1.197], [1.895, 0.299, -1.573], [0.171, 3.398, 0.538], [-2.341, -1.859, -1.093], [1.110, -1.000, 2.737], [0.476, 1.642, 2.535], [-4.487, -1.403, -2.596], [-4.330, 1.099, -2.569], [-5.559, -1.390, -1.085], [-0.193, -2.150, 2.259], [3.842, 1.574, -1.694], [6.389, -1.718, 0.739], [-1.618, 3.701, 0.255]], "gap_ev": 6.11, "lumo_energy_ev": -1.2, "de_lowest_kcal_mol": 424.6}

For the records above, the corresponding total energy values read -45477.2456 -33214.1356 -123323.9783 -60481.8741 -45298.2474 eV.